Molecular formula: C14H8Cl2F8N2O4RhS2
Method: DFT, ωB97M-V with the def2-TZVPD basis set

The geometry in ORCA input format:
```
! RIJCOSX wB97M-V def2-TZVPD def2/J DEFGRID3
* xyz 1 5
Rh -0.12 0.29 0.32
F 1.63 -3.37 3.10
C 0.37 -3.74 2.95
F 0.27 -4.63 1.98
F -0.08 -4.26 4.08
S -0.64 -2.27 2.49
O 0.01 -1.79 1.26
O -1.99 -2.72 2.34
N -0.44 -1.33 3.72
S 0.06 0.14 3.71
O -0.40 0.90 4.81
O -0.11 0.79 2.39
C 1.89 -0.03 3.91
F 2.43 1.17 4.07
F 2.40 -0.61 2.82
F 2.14 -0.78 4.97
F -4.12 -3.10 -1.24
C -3.19 -2.26 -1.60
C -2.47 -1.58 -0.61
C -1.51 -0.68 -0.99
C -1.33 -0.40 -2.39
C -2.00 -1.23 -3.36
F -1.71 -1.11 -4.65
C -2.95 -2.12 -2.99
C -0.55 0.77 -2.74
C -0.52 1.34 -4.02
C 0.14 2.54 -4.22
C 0.76 3.14 -3.15
C 0.72 2.51 -1.90
N 0.09 1.36 -1.70
H -2.67 -1.84 0.42
H -3.48 -2.72 -3.71
H -1.03 0.86 -4.85
H 0.16 2.99 -5.20
H 1.28 4.09 -3.24
H 1.19 2.96 -1.04
Cl 1.97 4.55 0.98
C 3.29 3.40 0.84
Cl 2.72 1.71 0.83
H 3.94 3.51 1.70
H 3.83 3.57 -0.09
*
```

## Properties
energy relative to the best compared isomer or geometry (same formula, charge and spin) = 21.5 kcal/mol
⟨S²⟩ = 6.038
HOMO (spin up / spin down) = -12.0113 / -13.4036 eV



Molecular formula: C14H8Cl5MoO6
Method: DFT, ωB97M-V with the def2-TZVPD basis set

The geometry in ORCA input format:
```
! RIJCOSX wB97M-V def2-TZVPD def2/J DEFGRID3
* xyz 1 3
Mo -0.05 0.61 -0.47
O 2.75 -1.29 1.41
C 1.59 -1.13 1.27
O 1.04 -0.53 0.19
C 0.48 -1.61 2.19
C -0.51 -2.46 1.34
C -1.40 -3.31 2.27
C -2.28 -2.22 2.89
C -1.83 -0.97 2.12
O -1.43 -1.49 0.85
C -0.48 -0.47 2.67
C -0.09 0.84 1.97
O 0.99 1.37 2.11
O -0.97 1.29 1.12
H 0.93 -2.17 3.01
H -0.05 -3.00 0.52
H -0.83 -3.87 3.00
H -1.99 -4.00 1.67
H -2.12 -2.11 3.96
H -3.34 -2.41 2.73
H -2.59 -0.21 1.98
H -0.45 -0.35 3.75
Cl -1.76 2.10 -7.29
C -1.50 2.00 -5.61
C -2.19 2.86 -4.74
Cl -3.21 4.07 -5.36
C -2.05 2.73 -3.36
Cl -2.92 3.69 -2.24
C -1.16 1.77 -2.85
O -0.95 1.55 -1.57
C -0.44 0.95 -3.74
Cl 0.66 -0.14 -2.96
C -0.61 1.04 -5.11
Cl 0.23 -0.01 -6.15
*
```

## Properties
⟨S²⟩ = 2.011
HOMO (spin up / spin down) = -12.7142 / -12.7275 eV